Computed, not measured: 2 unconnected molecules or ions with the total composition C3H10NO2, with ωB97M-V/def2-TZVPD.

Bonds (Å) are listed after each position.
CARTESIAN COORDINATES (ANGSTROEM)
1 O 1.8955 -1.8218 0.6528  C6 1.188
2 O 0.8316 2.2351 -0.5253  H7 0.967, H14 0.965
3 N -0.9690 0.0659 -0.4231  C4 1.493, C5 1.497, H8 1.043, H15 1.021
4 C -0.2527 -0.8291 0.5329  N3 1.493, C6 1.533, H9 1.088, H16 1.089
5 C -2.3687 0.3888 -0.0008  N3 1.497, H11 1.081, H12 1.082, H13 1.088
6 C 1.1861 -1.0728 0.0636  O1 1.188, C4 1.533, H10 1.108
7 H 0.6706 3.1403 -0.8263  O2 0.967
8 H -0.4057 0.9286 -0.5820  N3 1.043
9 H -0.7570 -1.7866 0.6422  C4 1.088
10 H 1.5448 -0.4954 -0.8120  C6 1.108
11 H -2.2935 1.1633 0.7491  C5 1.081
12 H -2.7811 -0.5156 0.4268  C5 1.082
13 H -2.9909 0.7221 -0.8288  C5 1.088
14 H 1.0973 2.2990 0.4007  O2 0.965
15 H -0.9711 -0.4284 -1.3160  N3 1.021
16 H -0.2481 -0.3498 1.5106  C4 1.089

## Properties
Net charge: +1
Gap between HOMO and LUMO, eV: 11.00
Electronic energy, eV: -8851.1397
Energy relative to the best compared isomer or geometry (same formula, charge and spin), eV: 1.2010
HOMO level, eV: -14.443